Entry from OMol25: C5H7N in the gas phase (ωB97M-V/def2-TZVPD).

Geometry as XYZ:
```
13
C5H7N, DFT ωB97M-V/def2-TZVPD
C -2.41 1.87 -0.71
C -1.62 0.97 -0.55
C -0.70 -0.13 -0.39
C -0.32 -0.71 0.92
N 0.62 0.09 0.14
C 1.75 -0.64 -0.34
H -3.08 2.68 -0.85
H -0.70 -0.85 -1.21
H -0.22 -1.81 0.92
H -0.23 -0.09 1.78
H 2.27 -0.02 -1.07
H 1.47 -1.61 -0.77
H 2.42 -0.82 0.51
```

The energy above the lowest of the compared OMol25 structures with the same formula, charge and spin is 88.6 kcal/mol. The calculation puts the energy at -6784.6706 eV. As for the HOMO-LUMO gap: 0.38716 Ha. As for the total charge: 0. The value obtained for the max |F| is 2.31 eV/Å. The SMILES is C#C[C@@H]1CN1C.

natural (NBO) atomic charge list, values in e, 2 entries: -0.2145 -0.0183